ORCA calculation (ωB97M-V/def2-TZVPD) on a single C2HNO molecule at a distorted geometry.

Geometry (Å):
C1 0.589 0.136 -0.017
C2 -0.867 -0.162 -0.017
H1 0.807 1.235 0.035
N1 -1.972 -0.495 0.001
O1 1.443 -0.715 -0.002

Atomic forces in eV per Å
C 0.5 0.3 0.4
C -0.2 -0.8 -0.1
H 0.0 -0.7 -0.2
N 0.6 0.4 0.0
O -1.0 0.7 -0.1

- energy relative to the best compared isomer or geometry (same formula, charge and spin) (eV) = 0.294
- LUMO energy (eV) = -0.9
- structure (SMILES) = N#CC=O
- DFT total energy (Eh) = -206.76220
- net charge = 0